# 1
61
Properties=species:S:1:pos:R:3:forces:R:3 method="wB97M-V/def2-TZVPD" total_energy_ha=-1543.60163 e_above_lowest_kj_mol=217.51 total_charge=0 multiplicity=1 orbital_gap_ev=8.77 smiles="COc1cccc(CNC(=O)Cn2nc(C)c3c(C)n(-c4ccc(C)cc4)nc3c2=O)c1OC"
C -0.04271 -0.27127 -3.08650 -0.075 -0.244 -0.246
H -0.58588 0.43586 -3.71910 -0.026 -0.016 0.025
O 0.62990 0.38813 -2.03616 -0.015 0.114 0.289
C -0.02728 1.32231 -1.27835 -0.093 0.145 0.007
C 0.80448 2.26072 -0.67374 -0.134 -0.055 -0.105
C 0.28038 3.25669 0.12026 0.099 -0.044 -0.040
C -1.08421 3.31934 0.32838 -0.107 -0.020 -0.080
C -1.93924 2.38418 -0.23653 0.015 0.075 -0.054
C -1.41210 1.36636 -1.04527 0.196 -0.060 -0.204
O -2.19614 0.35105 -1.54980 0.210 0.211 0.495
C -3.22665 0.69026 -2.46951 -0.250 -0.101 -0.262
H -3.17520 1.74132 -2.76037 0.048 -0.006 0.018
H -4.19878 0.46476 -2.02633 0.126 0.080 -0.076
H -3.09064 0.06722 -3.35809 0.019 0.067 -0.014
C -3.39039 2.38749 0.19282 -0.095 -0.108 -0.112
N -3.58020 1.29807 1.13069 0.132 0.418 0.251
C -4.21869 0.15839 0.80697 -0.093 -0.237 0.491
O -5.04884 0.05874 -0.07262 -0.220 -0.170 -0.249
C -3.76425 -1.03274 1.66618 -0.264 0.138 -0.030
N -2.39818 -1.36356 1.28714 0.387 0.405 0.456
N -2.30633 -2.33899 0.37569 -0.106 -0.926 -0.842
C -1.18079 -2.66004 -0.16581 -0.240 0.006 0.045
C 0.00452 -1.94604 0.18543 0.292 0.717 0.528
C 1.33492 -1.90041 -0.22234 -0.381 -0.315 0.086
N 1.90381 -0.90876 0.50571 -0.735 -0.493 -0.162
N 1.06659 -0.33175 1.36193 -0.474 0.643 0.688
C -0.09743 -0.93382 1.18034 0.839 -0.606 -0.766
C -1.36066 -0.61247 1.79864 -0.261 0.122 0.341
O -1.56069 0.23797 2.65991 0.248 -0.011 0.109
C 3.21875 -0.41780 0.42887 0.817 0.336 -0.026
C 3.82254 -0.17621 -0.79778 -0.244 -0.075 0.164
C 5.11026 0.32755 -0.83642 0.093 -0.006 0.105
C 5.80657 0.60750 0.33209 -0.056 0.013 -0.054
C 5.17484 0.38687 1.55268 -0.054 -0.013 -0.125
C 3.89196 -0.11838 1.60768 -0.100 -0.105 -0.058
H 3.39215 -0.27730 2.55000 -0.046 -0.019 0.089
H 5.69798 0.61621 2.46935 0.041 0.021 0.113
C 7.20488 1.14181 0.29375 0.020 -0.019 0.031
H 7.89938 0.40550 0.69762 0.098 0.002 -0.003
H 7.50607 1.37811 -0.72341 0.067 0.034 -0.041
H 7.28572 2.04110 0.90180 0.070 0.070 0.009
H 5.57553 0.51621 -1.79314 0.046 0.025 -0.084
H 3.27374 -0.34431 -1.71040 -0.093 -0.023 -0.097
C 2.08482 -2.76179 -1.17018 0.020 0.007 -0.068
H 1.71890 -3.78428 -1.10702 0.019 -0.022 -0.016
H 3.14768 -2.75062 -0.93611 0.011 -0.070 -0.056
H 1.95316 -2.41984 -2.19664 0.057 -0.002 -0.097
C -1.19395 -3.78323 -1.15086 -0.051 0.040 0.100
H -0.64756 -4.63806 -0.75308 0.057 -0.092 -0.042
H -2.22202 -4.07745 -1.33894 -0.031 -0.036 -0.039
H -0.72428 -3.48060 -2.08451 0.054 -0.024 -0.122
H -4.38961 -1.89850 1.45141 0.108 0.165 0.032
H -3.78564 -0.77671 2.72762 -0.014 -0.040 -0.101
H -2.88952 1.24832 1.87763 -0.134 -0.157 -0.126
H -3.62134 3.33496 0.68901 0.018 -0.058 -0.175
H -4.09081 2.23956 -0.62955 0.046 0.085 0.092
H -1.49739 4.08982 0.96177 -0.073 0.076 0.083
H 0.93544 3.97814 0.58251 0.076 0.071 0.053
H 1.86614 2.18102 -0.84826 0.133 -0.011 -0.043
H -0.73280 -1.03116 -2.71411 0.053 0.063 -0.070
H 0.74105 -0.74310 -3.68177 -0.050 0.036 -0.013

---

# 2
59
Properties=species:S:1:pos:R:3:forces:R:3 method="wB97M-V/def2-TZVPD" total_energy_ha=-1425.08634 e_above_lowest_kj_mol=133.69 total_charge=+1 multiplicity=1 orbital_gap_ev="7.32 / 7.40"
Pd 0.82711 -0.14128 0.24392 2.928 1.026 -0.746
C -0.09639 -1.35378 3.12642 -0.074 -0.254 0.053
N 0.48791 -0.05638 2.80152 0.446 -0.131 -0.626
C -0.30039 1.12502 3.13162 -0.132 0.214 -0.002
C -0.94099 1.77942 1.94122 -0.105 -0.090 -0.073
N -0.90769 1.35562 0.70372 0.115 -0.339 0.278
C -1.71589 2.21102 -0.01788 -0.459 0.702 0.336
C -2.09359 2.20822 -1.35648 0.020 -0.066 0.122
C -2.96729 3.18632 -1.78208 0.069 -0.079 -0.125
C -3.46499 4.15732 -0.91018 0.005 0.067 0.125
C -3.10949 4.17812 0.42332 -0.010 0.000 0.052
C -2.23339 3.19342 0.85292 0.031 -0.221 -0.689
N -1.71079 2.89082 2.08952 0.093 -0.104 0.207
C -0.84389 -1.99428 1.98772 -0.144 0.016 -0.326
N -0.68409 -1.74558 0.70932 0.014 -0.184 0.857
C -1.54759 -2.58528 0.03812 -0.491 -0.586 0.421
C -1.81519 -2.73368 -1.31768 0.028 0.035 0.102
C -2.75629 -3.66948 -1.69018 0.075 0.102 -0.155
C -3.42829 -4.45028 -0.74848 -0.047 -0.045 0.142
C -3.18379 -4.31568 0.60232 -0.060 -0.033 0.083
C -2.23949 -3.37438 0.98012 0.153 0.163 -0.698
N -1.76559 -2.96948 2.20722 0.024 0.052 0.296
H -0.77719 -1.28448 3.99172 0.204 -0.039 -0.129
H 0.71851 -2.03778 3.39572 -0.110 0.149 0.041
H 1.40271 0.01412 3.23502 -0.240 0.001 -0.177
H 0.34281 1.86842 3.61572 -0.044 -0.136 0.007
H -1.10349 0.87472 3.84402 0.201 0.048 -0.067
H -1.73219 1.44652 -2.02788 0.003 -0.073 -0.082
H -3.28249 3.19922 -2.81348 -0.034 0.006 -0.108
H -4.14919 4.90052 -1.28738 -0.072 0.078 -0.025
H -3.51159 4.90942 1.10632 -0.047 0.133 0.036
H -1.83689 3.42372 2.93492 -0.024 -0.095 -0.033
H -1.30309 -2.12868 -2.04448 0.068 0.081 -0.139
H -2.98639 -3.80108 -2.73568 -0.009 -0.018 -0.113
H -4.15909 -5.16848 -1.08558 -0.064 -0.070 -0.015
H -3.71259 -4.90818 1.33062 -0.080 -0.120 0.090
H -2.03349 -3.35858 3.09782 0.049 0.114 -0.058
C 1.47401 1.69832 -2.32308 -0.003 0.406 0.027
N 1.41911 0.25122 -2.12168 -0.136 -0.080 1.199
C 0.52441 -0.34918 -3.10078 -0.179 -0.185 -0.060
C 2.77161 -0.31258 -2.22748 0.394 -0.257 0.321
C 3.57321 -0.07348 -0.97128 -0.565 -0.058 -0.173
C 4.93871 0.16552 -1.03998 -0.098 -0.041 0.101
C 5.69821 0.23412 0.11482 0.079 -0.027 0.074
C 5.09231 0.04752 1.34482 0.085 0.095 -0.171
C 3.72031 -0.14948 1.42212 -0.643 -0.197 0.078
C 2.93351 -0.19418 0.27362 -1.119 -0.027 -0.229
H 1.72991 1.93502 -3.36688 0.018 -0.064 0.092
H 2.23361 2.13102 -1.67038 -0.097 -0.029 -0.009
H 0.50771 2.15032 -2.09688 0.086 -0.035 0.013
H 0.80051 -0.06888 -4.12558 0.064 -0.012 0.056
H -0.49639 -0.01398 -2.92128 0.019 -0.010 -0.024
H 0.56331 -1.43358 -3.00808 -0.024 0.026 -0.027
H 3.29491 0.08582 -3.10938 -0.117 -0.067 0.026
H 2.68471 -1.40028 -2.34218 -0.103 0.183 -0.126
H 5.41301 0.28262 -2.00418 0.017 0.003 -0.098
H 6.76111 0.41392 0.05142 0.065 0.005 0.016
H 5.68901 0.06432 2.24412 -0.003 0.006 0.119
H 3.28691 -0.30938 2.40502 -0.019 0.063 -0.068

---

# 3
62
Properties=species:S:1:pos:R:3:forces:R:3 method="wB97M-V/def2-TZVPD" total_energy_ha=-1577.92822 e_above_lowest_kj_mol=40.39 total_charge=0 multiplicity=1 orbital_gap_ev=7.50
C -5.51371 -2.20469 -1.47404 0.039 0.051 0.026
C -4.52854 -2.92179 -0.61303 -0.179 -0.480 0.069
C -4.72396 -4.20113 -0.17977 0.158 0.437 -0.109
C -3.76926 -4.83425 0.64274 0.329 0.127 0.142
C -2.64864 -4.15822 0.99218 -0.169 -0.792 0.234
N -2.42927 -2.88480 0.56693 -0.300 0.226 -0.253
C -3.34045 -2.22439 -0.22681 0.135 -0.043 0.091
N -3.16586 -0.99362 -0.64313 -0.092 0.333 -0.173
C -2.05344 -0.32972 -0.28917 0.266 -0.864 0.389
N -1.90891 0.93581 -0.72726 -0.081 -0.255 -0.080
C -0.79956 1.73822 -0.42541 0.431 0.544 -0.073
N -0.82342 2.92666 -0.87679 -0.044 0.249 -0.158
H -0.00948 3.47279 -0.61134 0.038 -0.333 0.173
C 0.26135 1.10103 0.35961 -0.101 -0.334 0.217
C 0.10416 -0.16418 0.82055 0.011 0.424 -0.163
C -1.05361 -0.91754 0.50266 -0.355 -0.013 -0.138
C -1.20177 -2.25358 0.97625 0.326 0.319 0.014
O -0.41400 -2.88151 1.65736 -0.029 -0.013 0.015
H 0.83044 -0.64315 1.46136 0.120 0.020 0.026
C 1.47513 1.90583 0.66764 0.188 -0.245 0.124
O 1.47440 3.12482 0.73591 -0.067 0.270 -0.027
N 2.59560 1.17816 0.87671 0.160 -0.214 0.028
H 2.62183 0.18877 0.68496 -0.078 0.069 -0.107
C 3.88293 1.78108 1.11034 0.212 0.164 -0.092
C 4.88427 1.29876 0.05398 -0.199 0.109 0.289
N 4.91076 -0.15648 0.04372 -0.100 -0.025 -0.072
C 5.78695 -0.75156 1.04301 0.315 -0.089 -0.052
C 7.26365 -0.72033 0.62564 -0.197 0.081 0.243
O 7.45689 -1.33119 -0.63266 0.004 -0.118 0.018
C 6.66532 -0.71148 -1.62406 -0.336 0.025 -0.130
C 5.17955 -0.76575 -1.24861 0.336 -0.076 -0.148
H 4.57699 -0.27524 -2.01500 -0.019 -0.036 -0.008
H 4.87447 -1.81521 -1.18047 0.019 0.017 -0.115
H 6.85414 -1.25938 -2.54851 -0.033 0.101 -0.012
H 6.98129 0.33593 -1.75541 0.004 -0.071 -0.026
H 7.87525 -1.28276 1.33264 -0.028 0.100 0.031
H 7.62623 0.31956 0.59139 0.010 -0.088 0.018
H 5.65922 -0.23436 1.99421 -0.005 -0.048 0.073
H 5.47758 -1.79407 1.16631 0.066 0.025 0.108
H 4.54357 1.64150 -0.92561 0.041 0.025 0.026
H 5.86323 1.75608 0.25424 -0.024 0.007 -0.073
H 3.75605 2.86448 1.05566 0.070 -0.130 0.083
H 4.23199 1.51647 2.11464 0.042 0.112 -0.051
C -2.98942 1.56360 -1.47613 -0.316 0.142 -0.293
C -3.92309 2.27867 -0.53745 -0.036 0.143 0.028
C -3.76417 3.62778 -0.24387 -0.146 -0.004 0.028
C -4.63309 4.22363 0.65563 -0.016 -0.085 -0.028
C -5.62601 3.44456 1.22974 0.075 0.286 0.060
N -5.78256 2.15844 0.96310 -0.418 -0.230 0.255
C -4.95065 1.59626 0.10493 0.179 -0.060 -0.227
H -5.10415 0.54148 -0.08128 0.048 -0.048 -0.096
H -6.32969 3.86211 1.93832 -0.010 0.128 0.047
H -4.53976 5.26858 0.90825 -0.010 0.088 0.031
H -2.96186 4.18311 -0.70506 0.032 0.023 -0.043
H -2.52514 2.27788 -2.15797 -0.135 -0.206 0.028
H -3.51698 0.77554 -2.01414 0.109 0.190 0.007
H -1.86154 -4.56039 1.61337 -0.026 0.051 -0.038
H -3.92538 -5.84197 0.98881 0.066 -0.080 0.074
H -5.61670 -4.73675 -0.46490 -0.113 -0.010 -0.069
H -4.99965 -1.70092 -2.28865 -0.052 0.051 -0.091
H -6.25042 -2.89563 -1.87389 -0.053 -0.043 -0.015
H -6.02911 -1.44156 -0.89233 -0.065 0.096 -0.036